Record 1
DFT (ωB97M-V/def2-TZVPD) results for a structure of composition C4H5NS.

Values from the calculation:
relative energy (zero: lowest compared OMol25 entry of this formula, charge and spin) = 721.9 kJ/mol
2S+1 = 1
energy = -608.0757 Ha
HOMO energy = -8.65 eV
net charge = 0
HOMO-LUMO gap = 8.945 eV

Geometry as XYZ:
```
11
Properties=species:S:1:pos:R:3:forces:R:3
C 1.025047 -1.713548 0.390215 -3.97 5.43 0.44
C 0.770739 -0.453003 0.169510 0.13 -0.66 0.76
C -0.398274 -1.216100 0.795382 2.00 0.45 -1.70
C -0.569335 1.700498 -0.363300 0.43 3.41 -2.99
N 0.492312 1.419560 -1.896015 -2.40 0.45 0.56
S 1.074947 1.242692 -0.480865 1.12 -0.59 1.89
H 1.656316 -2.442484 0.253846 3.04 -3.99 -0.48
H -1.165441 -1.298319 0.048696 -0.78 -0.71 0.27
H -0.633240 -0.946627 1.796564 -0.31 -0.24 0.74
H -1.013288 2.798733 -0.437830 1.67 -2.55 0.45
H -1.239782 0.908600 -0.276202 -0.92 -1.02 0.07
```
Positions in Å, forces in eV/Å.

Mulliken atomic charge list, values in e, 8 entries:
1. C -0.499
2. C 0.248
3. C -0.768
4. C -0.383
5. N -0.387
6. S 0.182
7. H 0.488
8. H 0.309

=====

Record 2
DFT (ωB97M-V/def2-TZVPD) results for a structure of composition C35H103Br3N19O13P5.

Values from the calculation:
2S+1 = 1
energy = -12842.3770 Ha
HOMO energy = -8.15 eV
net charge = 0
HOMO-LUMO gap = 7.132 eV

Geometry as XYZ:
```
178
Properties=species:S:1:pos:R:3:forces:R:3
C 0.288175 4.693465 -2.695549 -0.61 -0.48 0.41
N -0.072701 3.251912 -2.461643 -1.83 -2.13 -1.37
O 0.866777 2.462420 -2.354987 -1.07 0.92 0.36
O -1.289273 2.868246 -2.568156 3.60 1.45 0.59
H 0.979453 4.981219 -1.903436 -0.22 0.05 -0.04
H -0.653195 5.242641 -2.677589 0.35 0.13 0.02
H 0.806321 4.710233 -3.654372 -0.18 0.00 0.03
C -0.913650 0.639170 0.097615 -0.14 -1.78 -0.49
N -0.335221 -0.610284 0.654188 2.65 -0.32 1.29
O 0.914111 -0.692686 0.450948 -2.72 -0.54 0.65
O -1.006269 -1.390329 1.329933 1.02 0.99 -1.25
H -1.983873 0.490801 0.241513 0.06 0.85 -0.08
H -0.594393 0.503600 -0.935729 -0.43 0.75 -0.23
H -0.369159 1.466617 0.552549 -0.56 -0.17 -0.07
C -6.099402 -0.095050 -2.117386 0.02 0.31 0.30
N -4.943526 -0.039701 -1.138629 0.75 -1.76 1.42
O -4.709224 -1.068077 -0.420244 -0.75 2.80 -2.17
O -4.320521 1.006566 -1.059947 -0.48 -0.98 -0.07
H -5.868706 -0.664773 -3.017555 0.35 -0.31 0.45
H -6.300304 0.924322 -2.446950 0.04 -0.07 0.35
H -6.931807 -0.527620 -1.562327 0.11 -0.01 -0.22
C -2.507761 -4.104397 2.232097 -0.53 1.68 0.41
N -3.718371 -4.940361 2.359382 0.46 -1.49 0.97
O -3.863386 -5.736284 1.437440 -0.79 0.45 0.54
O -4.349391 -4.915864 3.419278 0.50 0.11 -1.78
H -2.573230 -3.579166 1.279239 0.26 -0.39 -0.09
H -1.602847 -4.700474 2.350103 -0.31 0.00 -0.08
H -2.604802 -3.337639 3.000713 0.32 -0.39 0.01
O 1.810915 -6.088651 1.205401 -0.36 -0.13 -1.54
P 1.467458 -6.356267 -0.234657 1.21 0.83 0.13
N 1.524852 -4.905223 -1.170846 -1.11 -1.09 0.71
C 2.311955 -3.761206 -0.713165 -0.77 -0.13 0.67
C 0.837698 -4.720468 -2.451311 0.53 -0.30 0.72
N -0.058659 -7.050633 -0.510158 0.27 0.50 -0.68
C -0.354567 -8.468012 -0.134246 0.25 1.28 0.03
C -1.224193 -6.171782 -0.181489 0.80 -0.98 0.48
N 2.687347 -7.316771 -0.941812 -0.85 0.43 0.17
C 3.747819 -7.847978 -0.070938 -0.91 -0.23 -0.91
C 2.527175 -7.931290 -2.286240 -0.78 0.81 1.18
H 3.321361 -4.014950 -0.389419 0.27 -0.01 -0.67
H 1.886571 -3.292236 0.174096 -0.31 -0.05 0.14
H 2.205434 -3.010043 -1.495792 0.77 0.03 -0.02
H 0.504852 -3.687193 -2.549667 -0.32 0.01 0.13
H -0.009198 -5.405598 -2.489747 0.06 0.09 -0.35
H 1.538320 -4.887758 -3.269376 -0.10 -0.20 -0.38
H -0.496945 -8.515968 0.945350 0.18 -0.27 0.17
H -1.308383 -8.745006 -0.583254 0.11 -0.03 -0.21
H 0.427606 -9.151810 -0.463981 0.00 0.15 0.08
H -1.104104 -5.138332 -0.506575 0.08 -0.22 -0.26
H -2.113921 -6.654618 -0.585659 -0.03 0.34 -0.15
H -1.330624 -6.157365 0.903211 -0.17 0.01 0.03
H 3.791087 -7.295906 0.867907 -0.04 -0.11 -0.20
H 3.481755 -8.892641 0.090273 0.61 -0.29 0.45
H 4.674008 -7.761387 -0.639061 0.23 -0.15 0.27
H 2.031416 -7.206730 -2.932259 0.19 0.08 -0.14
H 1.822316 -8.759613 -2.214494 0.26 -0.48 -0.22
H 3.473385 -8.230559 -2.737067 0.01 0.02 0.25
O 0.664302 1.470828 -7.334229 -0.25 -0.32 0.56
P 1.393318 0.668489 -6.330667 1.06 0.20 2.16
N 2.649814 1.649906 -5.618893 -0.62 -2.69 -0.43
C 2.563999 3.073216 -5.645292 0.70 0.73 0.13
C 3.854000 1.102198 -4.940595 -0.68 -0.06 -0.59
N 2.159851 -0.713857 -6.921291 0.34 1.27 -0.37
C 1.581953 -2.053359 -6.821657 0.44 0.93 0.79
C 2.883763 -0.462180 -8.181434 -0.05 -0.38 0.27
N 0.437415 0.105819 -4.976216 1.02 -1.09 -1.09
C 0.998254 -0.690026 -3.848556 0.18 0.91 0.07
C -0.903112 -0.368239 -5.264405 -0.98 0.89 -0.39
H 2.788125 3.491089 -4.663835 -0.46 -0.01 0.48
H 1.621637 3.467378 -6.025669 0.10 -0.26 -0.05
H 3.406364 3.453564 -6.223107 -0.10 0.30 -0.58
H 4.128196 0.147977 -5.390451 -0.14 -0.08 0.07
H 3.734742 0.967302 -3.865560 -0.25 -0.01 0.12
H 4.721827 1.750407 -5.062243 -0.12 0.31 -0.26
H 2.319948 -2.751725 -7.216295 -0.27 -0.09 -0.21
H 1.512016 -2.242925 -5.750552 -0.45 -0.42 -0.16
H 0.612033 -2.104130 -7.316405 0.03 -0.42 -0.09
H 2.232775 -0.510246 -9.054351 -0.17 0.00 -0.06
H 3.367030 0.514820 -8.186731 -0.03 -0.05 0.19
H 3.637289 -1.244491 -8.272428 0.18 0.09 -0.13
H 0.681463 -0.170595 -2.944153 0.17 -0.04 0.26
H 0.623740 -1.709932 -3.761162 -0.29 -0.08 -0.50
H 2.083924 -0.784074 -3.824507 0.05 0.36 -0.26
H -1.443198 -0.541389 -4.333583 -0.02 0.40 0.18
H -1.078840 -1.284567 -5.827928 0.81 -0.46 -0.20
H -1.405794 0.401157 -5.850441 -0.22 0.08 0.18
O 7.554180 1.464323 -0.821724 -1.72 -1.60 -0.25
P 6.461492 0.459740 -0.528653 -0.50 0.50 -0.43
N 4.897633 0.942037 -1.036912 1.90 1.49 -0.20
C 3.697925 0.112821 -1.005824 1.29 -0.24 0.44
C 4.783662 2.333206 -1.596055 -1.16 -1.99 0.34
N 6.197126 0.273557 1.123992 0.73 -0.38 0.35
C 7.273261 -0.384526 1.904334 -0.90 -0.48 -0.18
C 5.636270 1.406123 1.897622 -0.34 0.08 -0.78
N 6.741399 -1.099623 -1.193831 0.02 0.36 -0.17
C 7.757145 -1.246851 -2.233649 -0.08 0.14 0.08
C 5.946365 -2.326100 -0.986196 0.01 1.04 0.83
H 3.826115 -0.759827 -1.646245 -0.32 -0.01 -0.35
H 2.825578 0.692951 -1.306763 0.01 -0.16 0.22
H 3.639552 -0.271172 0.012633 -0.74 -0.08 0.13
H 5.221292 2.358831 -2.594014 0.33 0.62 0.28
H 5.074027 3.093585 -0.871065 0.43 0.03 -0.39
H 3.700295 2.373110 -1.709346 -0.04 0.76 -0.30
H 8.142129 0.244187 2.098972 0.06 0.11 -0.20
H 6.832841 -0.682046 2.855967 0.08 0.06 0.15
H 7.559360 -1.320091 1.423741 0.20 0.18 -0.18
H 4.587973 1.235650 2.142809 0.03 -0.46 0.51
H 6.256933 1.581307 2.776365 -0.29 -0.09 0.07
H 5.558521 2.360109 1.376131 0.56 -0.03 -0.45
H 8.248935 -0.284958 -2.378576 0.25 -0.26 0.02
H 8.451056 -2.056304 -2.006995 0.41 0.19 0.48
H 7.343862 -1.586635 -3.183301 -0.52 0.30 -0.20
H 5.653788 -2.895021 -1.868709 0.17 0.56 -0.60
H 5.023011 -2.008554 -0.501753 0.15 -0.58 0.37
H 6.519761 -3.036989 -0.391256 -0.12 -0.03 0.40
O -1.502796 6.434121 -0.185207 -1.40 -1.09 2.98
P -2.255761 6.120359 1.127509 1.52 -0.42 -1.15
N -1.192737 6.125600 2.497478 0.12 0.07 -1.44
C 0.222877 6.399899 2.233318 0.23 0.47 -0.51
C -1.551646 6.193275 3.903616 -0.63 0.02 -0.71
N -2.993401 4.576346 1.111300 -2.01 1.82 2.05
C -2.429748 3.472774 0.430094 0.79 -0.39 -0.39
C -3.782381 4.101308 2.338083 1.14 1.12 -1.54
N -3.472402 7.210739 1.510936 0.25 -0.37 1.12
C -4.764224 7.211121 0.837416 -0.02 -0.77 0.21
C -3.038507 8.570939 1.923483 0.07 -0.96 -0.75
H 0.642710 5.775311 1.444827 -0.15 -0.24 0.16
H 0.848131 6.318684 3.122449 -0.31 -0.44 0.19
H 0.399128 7.417248 1.883972 -0.20 0.32 -0.06
H -1.280750 7.172536 4.298279 -0.04 0.08 0.33
H -1.061385 5.410231 4.482048 0.14 -0.03 0.00
H -2.629346 6.052477 3.986302 0.03 0.14 0.22
H -3.091021 2.606396 0.444994 -0.44 0.24 -0.26
H -2.208487 3.759610 -0.597941 0.23 -0.32 0.12
H -1.563331 3.116505 0.987325 0.59 0.02 -0.28
H -3.136873 3.575318 3.041478 0.16 -0.18 0.01
H -4.191871 4.969442 2.854570 -0.29 -0.16 -0.14
H -4.539809 3.425298 1.941329 -0.14 0.13 0.29
H -4.643973 7.227510 -0.245807 -0.29 0.50 -0.09
H -5.348361 6.321852 1.074242 0.24 -0.32 -0.01
H -5.364031 8.012212 1.269364 0.14 0.29 -0.53
H -2.724289 9.073959 1.008972 0.18 0.53 0.19
H -2.209800 8.494544 2.627395 -0.08 0.15 -0.08
H -3.883934 9.096560 2.367428 0.13 -0.07 0.09
O -5.129642 -2.169332 5.974735 -0.09 1.91 -0.59
P -4.731564 -0.797302 5.515984 0.35 0.26 -1.01
N -3.002877 -0.549078 5.542263 -2.20 1.14 -0.33
C -2.362181 -0.020406 6.755203 -1.09 -0.86 0.20
C -2.100882 -1.175506 4.589039 -0.20 -0.37 0.98
N -5.447093 0.504443 6.407901 1.32 -3.45 1.40
C -6.785421 0.207102 6.991879 0.56 -0.10 -1.07
C -5.191199 1.880464 6.098040 -1.06 -0.84 -0.10
N -5.229288 -0.459048 3.853053 1.87 0.52 1.47
C -6.346757 -1.172877 3.251624 0.76 0.36 -0.33
C -4.676037 0.724390 3.115092 0.08 -1.41 0.29
H -2.917342 0.849966 7.104962 0.35 0.12 0.02
H -1.295100 0.173506 6.646424 -0.14 0.20 -0.44
H -2.463645 -0.784360 7.526040 0.23 0.01 0.39
H -2.624606 -1.674752 3.773832 -0.01 0.79 -0.13
H -1.575060 -1.982920 5.098642 0.27 -0.21 0.07
H -1.355720 -0.426512 4.320979 -0.03 -0.20 -0.68
H -7.015336 0.689681 7.941809 0.34 0.62 -0.20
H -7.459008 0.493397 6.184156 -0.83 0.19 0.39
H -6.963352 -0.847144 7.204023 0.56 -0.10 -0.37
H -4.189675 1.987652 5.681429 -0.14 0.33 0.13
H -5.976015 2.093466 5.372240 0.16 1.13 -0.38
H -5.384802 2.423003 7.023383 0.40 0.54 -0.20
H -6.003307 -1.629331 2.323303 0.00 -0.43 -0.07
H -6.710901 -1.933023 3.942764 -0.10 0.12 -0.15
H -7.109422 -0.464021 2.929186 -0.45 0.03 0.36
H -4.497245 0.484489 2.066957 -0.65 -0.23 -0.34
H -3.643898 0.932938 3.396679 -0.12 0.11 0.75
H -5.284705 1.624428 3.202004 -0.09 -0.02 0.00
C 1.792466 2.207171 2.566760 -0.26 1.17 0.79
Br 1.809957 2.997489 0.733268 0.02 -0.62 1.57
Br -0.059161 2.000307 3.361624 1.40 0.07 -0.87
Br 2.827819 3.312013 3.917549 -0.65 -0.74 -1.27
H 2.294141 1.239767 2.543331 -0.37 0.17 -0.14
```
Positions in Å, forces in eV/Å.

Mulliken atomic charge list, values in e, 8 entries:
1. C -0.749
2. N 0.726
3. O -0.216
4. O -0.529
5. H 0.267
6. H 0.297
7. H 0.206
8. C 1.263

=====

Record 3
DFT (ωB97M-V/def2-TZVPD) results for a cluster of 8 separate species, C22H50Br4N6O6 in total.

Values from the calculation:
relative energy (zero: lowest compared OMol25 entry of this formula, charge and spin) = 148.5 kJ/mol
2S+1 = 1
structure (SMILES) = CN(C)C=O.CN(C)C=O.CN(C)C=O.CN(C)C=O.CN(C)C=O.CN(C)C=O.BrCCBr.BrCCBr
energy = -11944.2683 Ha
HOMO energy = -8.70 eV
net charge = 0
HOMO-LUMO gap = 8.906 eV

Geometry as XYZ:
```
88
Properties=species:S:1:pos:R:3:forces:R:3
Br 3.894269 -0.823945 -0.542684 0.54 0.07 0.17
C 5.782656 -1.326699 -0.354997 0.20 0.14 -0.27
C 6.537982 -1.005441 -1.629812 0.23 -0.27 0.07
Br 8.451072 -1.131482 -1.180197 -0.28 -0.07 -0.23
H 5.783981 -2.385540 -0.121594 0.02 -0.08 -0.14
H 6.270946 -0.806904 0.465119 -0.54 0.25 0.17
H 6.386290 -0.001173 -2.007459 -0.09 0.10 0.22
H 6.334451 -1.708350 -2.431953 0.05 -0.06 0.03
Br -3.492012 5.256660 -1.097208 0.03 -0.04 0.20
C -4.360726 5.149041 0.642806 0.22 -0.49 -0.35
C -4.756313 3.733123 1.037938 0.30 0.90 0.37
Br -3.172581 2.657776 1.363332 -0.05 -0.10 -0.19
H -5.201703 5.822759 0.521863 -0.21 -0.14 0.35
H -3.666645 5.494824 1.402744 0.05 0.36 -0.20
H -5.400837 3.215752 0.339874 -0.04 -0.02 -0.01
H -5.185913 3.853841 2.030633 -0.41 -0.37 -0.12
C 4.066218 -3.869021 -3.623613 0.20 0.78 -0.25
O 3.709353 -3.276677 -4.620290 -0.12 -0.26 -0.05
N 3.430432 -3.830373 -2.432834 0.29 -0.59 0.18
C 3.970158 -4.589130 -1.327483 -0.80 -1.13 0.55
C 2.092306 -3.290454 -2.319181 -0.24 0.78 -0.43
H 5.017098 -4.427515 -3.588243 -0.02 -0.11 0.05
H 3.510688 -5.586942 -1.301764 -0.01 -0.03 -0.01
H 3.705301 -4.164894 -0.358704 0.14 0.44 -0.13
H 5.040024 -4.785454 -1.352605 0.10 0.48 -0.34
H 1.554631 -3.283567 -3.267383 0.42 -0.20 -0.26
H 1.453162 -3.854348 -1.642182 0.34 0.00 0.36
H 2.180868 -2.235136 -2.039814 -0.37 -0.29 0.26
C -2.066915 -1.322119 -0.052401 0.73 -0.13 0.19
O -2.188647 -2.121793 -0.955181 -0.12 0.10 -0.28
N -0.946015 -0.608046 0.194691 -0.46 0.90 0.08
C -0.843259 0.116883 1.426528 0.14 0.44 1.56
C 0.172191 -0.510173 -0.700645 0.47 -0.58 -0.32
H -2.840291 -1.127276 0.706153 -0.12 -0.09 -0.06
H -0.243271 -0.426593 2.165959 0.04 -0.14 -0.09
H -1.807023 0.293339 1.899416 -0.28 -0.43 -0.16
H -0.410148 1.121171 1.426719 0.23 -0.08 -0.88
H 1.086039 -0.768825 -0.160198 0.04 0.06 0.04
H 0.081049 -1.219730 -1.519466 -0.24 -0.02 0.03
H 0.295114 0.486220 -1.129018 -0.16 0.12 0.14
C -2.521681 1.233191 -4.840194 0.38 0.64 -0.05
O -1.774645 1.674704 -5.696720 -0.42 -0.28 0.08
N -2.504828 1.675512 -3.542031 0.13 -0.24 -0.74
C -3.257176 0.998317 -2.504366 -0.01 0.69 -0.40
C -1.598889 2.760270 -3.224930 -0.54 0.66 0.24
H -3.299749 0.491168 -5.066826 0.13 -0.19 0.19
H -2.563232 0.624123 -1.753313 -0.19 -0.20 0.14
H -3.840467 0.202475 -2.963610 0.19 -0.24 0.09
H -3.974237 1.685219 -2.044965 0.12 0.03 0.20
H -2.150276 3.646153 -2.882594 -0.05 -0.36 0.26
H -0.868101 2.499456 -2.460505 0.09 -0.15 0.03
H -1.113906 3.109105 -4.127750 0.27 -0.44 -0.15
C 2.508312 1.608183 2.550037 -0.62 0.53 0.33
O 1.481509 2.186509 2.887153 0.15 0.01 -0.08
N 3.705980 1.823069 3.115897 0.91 -1.10 0.31
C 4.890836 1.135980 2.563260 -1.82 0.11 -1.45
C 3.884814 2.788994 4.170754 0.06 1.07 -0.34
H 2.475859 0.877924 1.727884 0.36 -0.12 0.09
H 5.245943 1.765863 1.745512 0.85 0.02 0.30
H 4.456361 0.283936 2.034091 0.37 -0.23 0.14
H 5.646508 0.767305 3.244492 -0.08 0.43 0.40
H 3.945784 3.798379 3.737391 -0.09 -0.07 0.08
H 3.056047 2.808420 4.875128 0.04 -0.30 0.00
H 4.840738 2.629061 4.662841 -0.13 -0.28 0.17
C 0.221769 0.851176 5.523521 0.04 -0.92 -0.44
O 0.528163 -0.138437 6.169474 0.17 0.36 0.08
N -0.480012 1.891841 5.993089 0.11 1.00 0.77
C -1.076661 2.873210 5.134112 -0.29 0.34 -1.30
C -0.826589 2.009385 7.388848 -0.73 0.03 0.73
H 0.477114 0.956658 4.454509 -0.12 0.04 0.19
H -0.773909 3.913595 5.269990 0.36 -0.11 0.57
H -2.167124 2.874171 5.196772 -0.09 -0.21 0.21
H -0.839595 2.671961 4.087504 0.12 -0.25 0.09
H -1.821584 1.589517 7.568970 0.01 -0.11 0.03
H -0.148513 1.544284 8.098565 0.29 -0.35 -0.49
H -0.894031 3.053450 7.702054 0.11 0.12 -0.38
C -3.136672 -2.711930 -4.196290 -0.44 0.24 -0.36
O -3.126876 -2.125766 -5.263978 0.24 -0.07 0.05
N -4.228516 -3.320620 -3.687131 0.42 -0.24 0.64
C -4.266986 -3.722614 -2.291052 -0.85 -0.63 -0.02
C -5.493965 -3.373564 -4.366150 -0.65 -0.46 0.11
H -2.267265 -2.801922 -3.531188 0.10 0.08 -0.01
H -3.316814 -3.716593 -1.767776 0.00 0.28 -0.41
H -4.683316 -4.732787 -2.222690 0.07 -0.08 -0.09
H -4.987669 -3.088816 -1.762023 0.24 0.13 0.16
H -5.416135 -3.329580 -5.446300 0.32 0.33 -0.01
H -5.971413 -4.331520 -4.131356 0.14 -0.03 0.00
H -6.198876 -2.622227 -3.994957 0.16 0.25 -0.15
```
Positions in Å, forces in eV/Å.

Mulliken atomic charge list, values in e, 8 entries:
1. Br -0.043
2. C -0.675
3. C -0.530
4. Br -0.170
5. H 0.397
6. H 0.475
7. H 0.403
8. H 0.300